ORCA calculation (ωB97M-V/def2-TZVPD) on C35H24AsF5HfN2O3S3 as an isolated structure at a distorted geometry.

The value obtained for the HOMO energy is -6.51 eV. As for the multiplicity: 1. The frontier orbital gap is 5.68 eV. Its electronic energy is -154042.531 eV. The charge is 0. The relative energy (zero: lowest compared OMol25 entry of this formula, charge and spin) comes out at 1.059 eV.

Geometry (Å):
H -1.20789 3.62564 5.58745
H 4.13391 1.84214 3.54275
C 3.66611 -0.38576 -5.31025
C 1.34011 0.00944 2.36965
C 3.14771 0.38354 -3.06955
C -4.31039 -4.43966 3.31705
C -5.33679 -2.94466 -2.61545
H -0.79739 -3.53916 3.67475
F -1.55199 -1.84526 -1.51605
H 0.07961 4.43354 -4.89415
C -1.34909 2.49394 3.76675
C 3.37501 0.22024 0.64905
C -4.25249 -3.56286 -3.23365
C -5.13059 -1.97056 -1.64125
C -2.50229 -3.24676 2.59465
C 2.59571 1.20834 0.03455
C 0.60301 2.27384 -2.31365
C -2.95549 -3.21406 -2.88485
S -3.35539 -0.46886 -0.13965
C -2.29039 -4.71276 4.50575
H 4.85411 0.75384 -1.79765
F -6.19899 -1.39526 -1.06605
H -0.65229 2.12264 -0.56475
C 1.13191 1.47994 4.39605
C -0.48909 2.62424 -1.51005
C 0.52901 2.40144 5.25615
C -0.71839 2.91044 4.93865
H -1.47459 0.82694 -1.41245
H 5.75971 -0.61046 -5.76475
S -1.69039 1.18014 1.49905
C 0.80641 2.92834 -3.53525
F -1.91189 -3.80996 -3.48075
C 4.51601 0.43554 -2.77445
H -5.37039 -4.73066 3.23315
As 1.82951 0.88074 -1.72535
C 3.70501 1.66534 2.56485
C -0.74829 1.56444 2.89275
S -1.71969 -2.16596 1.58045
F -4.46419 -4.50036 -4.17115
C 0.52531 1.02724 3.19065
C 2.72501 -0.02786 -4.33975
Hf -0.73289 -0.45736 -0.12815
C -3.56979 -5.07626 4.41965
H -1.61939 -5.09766 5.26615
H 1.04061 2.70814 6.15995
H 3.33741 -0.70346 -6.29125
C -2.76189 -2.24496 -1.91575
C -0.07909 3.92824 -3.95015
H -2.21709 3.89364 -1.30355
H 1.66921 -0.07026 -4.57465
H -2.32899 2.90174 3.52915
H 2.11341 1.08914 4.66045
C -1.37369 3.62434 -1.92605
O 2.48461 -0.32536 2.85945
C 5.03161 -0.33346 -5.01335
C 3.92891 0.44884 1.91265
C -1.16889 4.27624 -3.14605
H -4.06059 -5.77406 5.08055
C -3.82779 -1.62386 -1.29465
H 6.51311 0.11824 -3.51665
H 1.64761 2.66774 -4.16315
H 3.55141 -0.72326 0.14855
O 0.90361 -0.46756 1.27525
H 4.53101 -0.31596 2.38575
N -3.82569 -3.59376 2.46955
C 2.37291 2.42624 0.68955
H 2.75481 3.59534 2.45805
O 0.89161 -0.45736 -1.53655
H 1.77461 3.19744 0.22375
F -6.58529 -3.29406 -2.96485
N -1.76999 -3.81856 3.61315
C 5.45621 0.07714 -3.74585
C 2.92731 2.65364 1.95325
H -1.85369 5.05024 -3.46775